4
Properties=species:S:1:pos:R:3:forces:R:3 method="wB97M-V/def2-TZVPD" multiplicity=1 homo_lumo_gap_ha="0.3564 / 0.3958" e_homo_ev="-11.4 / -10.6" total_charge=0 energy_ha=-213.63790
C 0.088 -0.072 0.550 -0.50 -0.87 0.87
O -0.206 -0.895 1.335 0.48 0.30 -0.70
F -0.407 1.144 0.525 0.02 0.57 -0.27
H 0.525 -0.177 -2.409 0.00 0.00 0.11

76
Properties=species:S:1:pos:R:3:forces:R:3 method="wB97M-V/def2-TZVPD" multiplicity=5 homo_lumo_gap_ha="0.2807 / 0.1792" e_homo_ev="-9.9 / -10.7" total_charge=+1 s2=6.052 energy_ha=-8148.34271
Pd -0.287 -0.162 0.835 -0.30 -0.72 0.06
S 2.124 -3.735 2.568 0.02 -0.05 0.07
C 2.523 -3.747 0.877 0.04 -0.11 0.01
C 3.358 -4.615 0.178 0.00 0.01 0.00
C 3.494 -4.424 -1.184 -0.02 0.03 0.01
C 2.812 -3.388 -1.837 0.01 0.01 0.01
C 1.981 -2.531 -1.144 0.06 0.05 -0.01
C 1.838 -2.720 0.228 -0.11 0.20 0.07
N 1.023 -1.972 1.074 0.28 0.14 -0.47
C 1.080 -2.381 2.305 -0.11 -0.05 0.22
C 0.255 -1.742 3.330 0.10 -0.19 -0.05
C 0.218 -2.170 4.656 -0.01 -0.04 0.10
C -0.653 -1.558 5.543 0.02 0.00 -0.06
C -1.490 -0.541 5.095 -0.01 -0.01 -0.02
C -1.440 -0.112 3.771 0.03 -0.01 0.11
C -0.553 -0.699 2.883 0.06 0.40 -0.20
H 3.885 -5.414 0.684 -0.01 0.02 -0.01
H 4.138 -5.083 -1.752 -0.01 0.02 0.01
H 2.940 -3.266 -2.905 0.00 0.00 0.02
H 1.433 -1.735 -1.633 -0.02 0.00 -0.02
H 0.859 -2.978 4.994 -0.03 0.01 -0.01
H -0.691 -1.881 6.575 0.00 0.00 -0.02
H -2.190 -0.081 5.783 0.03 -0.01 -0.01
H -2.101 0.681 3.439 0.00 0.01 0.01
N -1.218 7.200 -1.740 0.03 -0.06 0.03
C -1.517 5.910 -1.448 -0.01 0.05 -0.01
C -2.385 5.178 -2.281 -0.01 0.05 -0.04
C -2.689 3.871 -1.998 -0.01 -0.07 0.18
C -2.137 3.261 -0.864 0.21 0.22 -0.13
C -1.269 3.977 -0.026 -0.11 -0.06 -0.15
C -0.963 5.284 -0.316 0.02 0.03 0.00
S -2.481 1.614 -0.510 -0.27 0.07 0.08
O -3.746 1.201 -1.021 0.05 0.01 -0.05
O -2.172 1.389 0.893 0.02 0.04 -0.16
N -1.235 0.745 -1.237 -0.03 -0.09 -0.19
C -1.152 0.512 -2.570 -0.14 0.15 0.45
N -1.953 1.181 -3.426 0.14 -0.22 0.01
C -1.828 0.860 -4.698 0.10 -0.10 -0.01
C -0.921 -0.112 -5.132 -0.03 0.03 0.02
C -0.117 -0.714 -4.165 -0.08 0.04 -0.06
N -0.210 -0.405 -2.886 -0.08 0.10 -0.16
H -1.685 7.676 -2.489 -0.01 0.00 0.00
H -0.684 7.759 -1.099 0.00 0.01 0.00
H -2.822 5.660 -3.147 0.01 -0.01 0.03
H -3.365 3.312 -2.628 0.01 -0.03 0.00
H -0.870 3.504 0.860 0.00 -0.02 0.01
H -0.303 5.845 0.335 -0.02 -0.01 -0.01
H -2.464 1.384 -5.402 0.01 0.00 0.00
H -0.839 -0.374 -6.178 0.00 0.01 0.03
H 0.622 -1.460 -4.436 -0.01 -0.01 0.00
Br -3.447 -2.307 -3.128 -0.01 0.11 0.00
C -2.114 -3.477 -2.484 0.07 -0.08 -0.05
C -1.531 -4.358 -3.384 0.06 -0.06 0.01
C -0.560 -5.250 -2.952 -0.02 0.03 0.00
C -0.175 -5.271 -1.620 -0.04 -0.01 0.04
C -0.758 -4.393 -0.719 0.02 -0.12 -0.11
C -1.723 -3.492 -1.151 0.13 0.05 0.04
I -2.498 -2.182 0.259 -0.19 0.07 0.20
H -1.853 -4.349 -4.417 0.01 -0.01 0.02
H -0.113 -5.935 -3.661 -0.01 0.01 0.01
H 0.579 -5.968 -1.277 -0.02 0.03 -0.01
H -0.463 -4.403 0.323 -0.02 -0.02 -0.02
C 0.516 2.784 3.205 -0.19 0.06 0.01
Si 2.082 2.272 2.354 -0.06 -0.02 -0.12
C 3.217 3.707 2.074 0.19 0.15 -0.03
C 2.915 0.851 3.190 0.07 -0.25 0.11
Se 1.554 1.405 0.237 0.22 0.13 0.17
H 0.571 2.477 4.253 -0.01 0.05 -0.01
H -0.364 2.301 2.778 0.00 0.00 0.04
H 0.382 3.867 3.171 -0.03 -0.02 0.00
H 3.171 4.384 2.933 0.04 -0.02 -0.04
H 2.945 4.271 1.180 0.00 0.03 0.06
H 4.252 3.373 1.961 -0.04 0.04 -0.03
H 3.497 1.223 4.041 -0.04 -0.04 -0.03
H 3.596 0.318 2.522 0.01 0.02 0.06
H 2.165 0.148 3.560 0.07 0.00 0.00

10
Properties=species:S:1:pos:R:3:forces:R:3 method="wB97M-V/def2-TZVPD" multiplicity=1 homo_lumo_gap_ha=0.3893 e_homo_ev=-9.7 total_charge=0 energy_ha=-210.03408 smiles="C=NC#CC"
C -0.217 -0.456 -0.472 0.16 0.49 0.20
C 0.064 -0.722 0.661 -0.12 -1.39 4.53
C 0.157 -0.167 2.946 0.55 0.06 1.38
C -0.528 -0.204 -1.868 3.41 -1.77 -1.06
N 0.227 -1.177 2.166 -0.04 2.16 -3.67
H 0.423 -0.298 4.078 -0.79 -0.09 -2.16
H -0.083 0.872 2.632 0.24 -0.73 0.09
H -0.623 -1.251 -2.294 -0.33 1.55 -0.16
H 0.314 0.348 -2.427 -0.71 -1.16 0.97
H -1.297 0.456 -2.045 -2.39 0.89 -0.11

65
Properties=species:S:1:pos:R:3:forces:R:3 method="wB97M-V/def2-TZVPD" multiplicity=2 homo_lumo_gap_ha="0.2971 / 0.2075" e_homo_ev="-6.0 / -5.6" total_charge=-1 s2=0.774 energy_ha=-3357.38495
Cu -1.395 -1.297 -2.937 0.47 0.01 -0.05
N 1.242 0.448 -1.650 0.07 0.39 -0.69
O 2.487 0.296 -1.670 -0.29 0.10 0.32
O 0.762 1.567 -1.401 0.25 -0.11 0.21
O 0.504 -0.504 -1.951 0.06 -0.29 0.23
C 0.168 -4.617 -1.117 -0.32 0.41 -0.71
C 0.327 -5.000 0.251 -0.14 0.83 -0.83
C -0.511 -4.283 1.288 -1.27 -0.12 -0.29
O -0.706 -4.772 2.376 0.42 -0.32 1.06
C -1.311 -3.160 0.882 0.17 0.55 -0.60
C -1.380 -2.772 -0.494 0.12 -0.01 -0.63
C -0.702 -3.631 -1.558 -0.12 0.15 0.87
O -0.956 -3.334 -2.746 0.12 0.24 -0.48
O -1.979 -1.772 -0.897 -0.34 0.30 0.38
O 1.056 -5.880 0.606 1.13 -1.38 0.69
H 0.749 -5.087 -1.901 0.09 -0.34 0.26
H -1.896 -2.628 1.619 -0.03 -0.08 0.10
C -5.503 0.593 1.854 -0.48 0.17 -0.12
O -4.128 0.423 1.751 0.29 0.09 -0.38
C -3.389 1.246 2.618 0.61 0.19 0.36
C -1.935 1.266 2.188 0.11 0.05 0.30
N -1.366 -0.076 2.327 -0.47 0.36 0.28
C 0.091 -0.141 2.243 -0.83 -0.25 -1.28
C 0.784 0.729 3.250 1.02 -0.28 0.84
O 0.969 2.088 2.904 -0.51 0.32 -0.25
C 1.911 2.278 1.867 0.41 -1.05 -0.04
H -5.911 0.017 2.694 -0.14 0.07 0.00
H -5.969 0.276 0.919 0.08 -0.29 0.09
H -5.776 1.652 1.965 0.08 -0.05 0.19
H -3.415 0.864 3.650 -0.20 -0.05 -0.07
H -3.784 2.273 2.629 -0.08 -0.07 -0.15
H -1.396 1.936 2.860 -0.11 0.03 0.02
H -1.829 1.696 1.182 -0.07 -0.12 -0.05
H -1.822 -0.626 1.610 0.33 -0.18 -0.09
H 0.418 0.108 1.218 0.15 0.18 0.18
H 0.373 -1.192 2.351 0.10 0.05 0.35
H 1.760 0.263 3.482 -0.01 0.22 -0.22
H 0.266 0.738 4.212 -0.32 -0.05 -0.17
H 2.921 2.148 2.268 0.06 0.42 -0.08
H 1.758 3.221 1.353 -0.02 0.24 0.31
H 1.826 1.496 1.109 -0.13 0.16 -0.07
C -0.859 4.422 -0.250 -0.20 -0.40 0.59
O -1.430 3.208 -0.733 0.18 0.62 -0.14
H -1.536 5.260 -0.426 0.07 -0.03 -0.37
H -0.734 4.388 0.844 0.11 -0.16 -0.13
H 0.123 4.587 -0.693 -0.04 0.26 -0.08
H -0.688 2.687 -1.071 -0.16 -0.40 0.15
C 2.936 -3.094 -2.558 0.00 -0.09 -0.02
O 3.821 -1.991 -2.521 0.14 -0.12 -0.10
H 1.906 -2.755 -2.695 -0.02 -0.17 -0.03
H 3.218 -3.761 -3.381 -0.07 0.17 -0.10
H 2.987 -3.714 -1.654 0.00 0.25 0.11
H 3.306 -1.198 -2.300 0.00 -0.12 0.12
C 5.353 1.263 -0.295 0.16 -0.77 0.84
O 4.304 0.769 0.532 0.23 0.15 0.02
H 6.171 1.539 0.378 -0.21 0.33 0.01
H 5.787 0.448 -0.885 -0.30 0.24 -0.48
H 5.033 2.126 -0.877 0.10 -0.05 -0.27
H 3.571 0.489 -0.035 0.13 0.09 -0.21
C -1.270 1.639 -3.858 0.60 0.77 -0.36
O -0.953 0.361 -4.426 -0.65 -0.05 0.33
H -0.364 2.143 -3.510 -0.09 -0.29 0.26
H -1.694 2.325 -4.602 -0.33 -0.35 0.00
H -1.951 1.506 -3.026 -0.04 -0.08 0.03
H -0.357 0.503 -5.163 0.13 -0.28 0.05

82
Properties=species:S:1:pos:R:3:forces:R:3 method="wB97M-V/def2-TZVPD" multiplicity=2 homo_lumo_gap_ha="0.2384 / 0.2445" e_homo_ev="-4.3 / -5.1" total_charge=-1 s2=0.755 energy_ha=-12882.77071
Tl 1.121 -0.735 -0.926 -0.08 -0.02 -0.03
Br -1.102 -3.934 -2.400 -0.03 0.03 0.00
C 0.425 -4.702 -1.509 0.00 0.02 0.01
Br 2.051 -4.426 -2.511 0.01 0.00 0.04
H 0.259 -5.769 -1.446 0.01 0.01 0.02
H 0.526 -4.241 -0.526 0.02 -0.04 -0.03
C -2.544 -0.504 2.737 0.01 0.00 0.00
Si -3.256 -0.949 1.062 0.03 -0.03 0.11
C -5.088 -0.482 1.065 0.01 0.04 -0.05
C -3.088 -2.789 0.780 0.01 0.00 -0.09
Ge -2.154 0.292 -0.634 0.02 0.02 -0.03
Si -2.903 -0.099 -2.861 -0.04 0.00 0.01
C -4.033 -1.602 -2.963 0.01 -0.04 -0.03
C -3.928 1.367 -3.468 0.01 0.01 0.04
C -1.464 -0.308 -4.047 0.01 0.02 0.03
Si -1.823 2.619 -0.253 -0.03 0.04 -0.03
C -1.132 3.029 1.435 0.00 -0.03 0.00
C -0.682 3.262 -1.600 -0.01 -0.01 0.02
C -3.498 3.488 -0.386 0.01 -0.02 0.01
H -3.041 -1.078 3.525 -0.01 0.00 0.00
H -2.671 0.557 2.961 0.00 0.00 0.00
H -1.479 -0.738 2.769 -0.02 -0.01 -0.02
H -5.626 -1.021 1.850 0.02 -0.01 0.01
H -5.561 -0.718 0.109 0.00 0.00 -0.01
H -5.213 0.589 1.242 -0.01 -0.01 0.00
H -3.571 -3.345 1.589 0.01 0.00 0.00
H -2.030 -3.055 0.747 0.00 -0.02 0.04
H -3.540 -3.096 -0.166 -0.02 0.00 0.00
H -4.890 -1.494 -2.296 -0.01 0.02 0.01
H -3.526 -2.532 -2.699 0.01 0.04 0.03
H -4.412 -1.708 -3.984 -0.01 0.00 0.00
H -4.809 1.508 -2.838 0.00 0.02 -0.01
H -4.267 1.203 -4.495 0.01 -0.02 0.00
H -3.350 2.293 -3.447 -0.01 0.00 -0.01
H -0.863 -1.181 -3.789 0.01 -0.01 0.00
H -0.808 0.566 -4.010 0.00 0.00 -0.01
H -1.823 -0.423 -5.074 0.00 -0.01 0.00
H -0.120 2.636 1.551 -0.02 0.01 -0.01
H -1.762 2.624 2.229 0.00 0.01 0.01
H -1.094 4.116 1.553 0.01 0.00 0.00
H 0.279 2.747 -1.542 -0.01 0.01 -0.01
H -0.491 4.332 -1.479 0.00 0.00 0.00
H -1.108 3.096 -2.593 0.00 0.00 -0.01
H -4.169 3.121 0.395 -0.01 0.01 -0.01
H -3.978 3.314 -1.349 0.00 0.00 0.00
H -3.385 4.568 -0.250 0.03 0.00 0.00
I 6.357 -4.029 2.244 -0.02 0.01 -0.01
C 5.187 -2.782 1.093 0.02 -0.03 0.04
C 5.516 -1.524 0.639 -0.01 0.02 0.01
N 4.458 -1.087 -0.056 -0.02 0.06 -0.02
N 3.460 -1.976 -0.072 0.02 0.00 0.11
C 3.885 -3.019 0.627 0.01 0.01 -0.05
H 6.402 -0.928 0.774 0.00 0.00 0.00
H 4.283 -0.155 -0.463 0.04 -0.10 -0.06
H 3.240 -3.868 0.789 0.01 -0.02 -0.02
C 2.882 5.566 -1.745 0.01 0.00 0.01
C 3.202 4.105 -1.614 0.00 -0.01 -0.01
C 4.015 3.458 -2.548 -0.01 0.00 0.01
C 4.250 2.121 -2.323 -0.01 -0.03 0.00
N 3.726 1.455 -1.298 -0.07 0.00 0.05
C 2.908 2.138 -0.458 0.15 0.07 0.04
S 2.165 1.278 0.837 -0.01 0.01 -0.02
N 2.667 3.463 -0.589 -0.06 -0.01 -0.03
H 3.792 6.157 -1.861 0.00 0.00 -0.01
H 2.340 5.899 -0.863 0.00 0.01 0.00
H 2.261 5.737 -2.627 0.00 0.00 0.00
H 4.444 3.980 -3.392 0.00 0.00 0.00
H 4.889 1.545 -2.987 0.01 0.00 0.01
Br 3.023 -0.744 7.104 0.00 0.00 0.00
C 2.329 -1.379 5.448 0.00 0.01 0.01
C 1.731 -0.483 4.580 0.01 0.00 0.00
C 1.225 -0.959 3.379 0.02 -0.02 -0.02
C 1.320 -2.305 3.051 0.05 0.02 -0.03
C 1.930 -3.182 3.940 0.02 0.01 -0.01
C 2.438 -2.727 5.147 0.00 -0.01 0.00
C 0.793 -2.820 1.724 -0.17 -0.10 0.07
O 0.924 -4.030 1.481 0.06 0.04 -0.05
O 0.228 -1.968 0.970 0.02 0.03 0.00
H 1.671 0.568 4.828 -0.01 0.00 0.00
H 0.761 -0.281 2.676 0.02 0.02 0.00
H 2.002 -4.225 3.663 0.00 -0.01 0.01
H 2.916 -3.403 5.842 0.00 0.00 0.00

44
Properties=species:S:1:pos:R:3:forces:R:3 method="wB97M-V/def2-TZVPD" multiplicity=1 homo_lumo_gap_ha=0.2351 e_homo_ev=-11.8 total_charge=+1 energy_ha=-892.12278
C -0.577 0.902 1.823 0.01 0.13 -0.33
N 0.864 0.967 2.024 0.26 -0.20 -0.63
C 1.518 1.933 1.116 0.10 0.11 0.28
C 1.974 1.384 -0.238 -0.19 -0.03 0.00
C 2.778 0.095 -0.062 -0.06 0.03 0.02
C 1.980 -0.941 0.728 -0.27 -0.04 -0.07
C 1.490 -0.379 2.060 0.15 0.36 0.42
H -0.838 0.570 0.793 -0.02 0.18 0.56
H -1.023 0.208 2.545 0.04 0.11 -0.16
H -0.983 1.907 1.994 -0.12 -0.23 -0.12
H 0.819 2.776 0.994 0.29 -0.22 0.00
H 2.400 2.323 1.644 -0.01 -0.02 -0.12
H 1.107 1.214 -0.889 0.10 -0.07 0.08
H 2.585 2.152 -0.723 -0.11 -0.07 0.02
H 3.066 -0.314 -1.036 -0.02 0.08 0.14
H 3.711 0.328 0.471 -0.08 -0.05 -0.04
H 1.116 -1.292 0.150 0.15 0.09 -0.08
H 2.596 -1.822 0.941 -0.12 0.09 -0.05
H 2.348 -0.294 2.736 -0.21 -0.27 -0.18
H 0.767 -1.056 2.540 0.28 0.13 -0.14
F 6.313 1.454 6.966 -1.28 0.56 -1.28
C 5.246 1.747 6.152 0.63 -0.31 0.97
C 5.016 0.949 5.029 -0.18 0.26 -0.20
C 3.834 1.139 4.320 -0.17 -0.14 0.39
C 2.819 2.036 4.771 1.23 0.16 -0.36
C 1.453 1.984 4.292 -0.71 0.01 0.94
C 0.585 3.127 4.376 -0.10 0.73 -0.21
C -0.803 3.008 4.659 0.21 0.20 -0.22
C -1.587 4.144 4.862 0.05 -0.18 0.11
C -1.002 5.419 4.896 0.23 -0.39 -0.21
C 0.347 5.562 4.551 0.33 -0.09 -0.15
C 1.115 4.446 4.226 0.07 -0.24 0.29
C 3.199 2.932 5.822 -0.30 0.09 -0.29
C 4.401 2.800 6.509 -0.06 -0.24 -0.26
H 5.749 0.201 4.719 -0.23 0.33 0.13
H 3.692 0.606 3.381 0.06 0.00 0.51
H 0.995 1.002 4.185 0.22 0.45 0.26
H -1.236 2.014 4.747 -0.01 0.19 -0.06
H -2.664 4.041 5.011 0.41 -0.02 0.15
H -1.590 6.297 5.174 0.14 -0.33 -0.20
H 0.816 6.550 4.534 -0.26 -0.35 -0.08
H 2.155 4.555 3.883 -0.58 0.05 0.26
H 2.504 3.724 6.112 0.25 -0.47 0.10
H 4.666 3.483 7.318 -0.11 -0.36 -0.20